The following is a quantum chemistry calculation of a 3-piece molecular cluster, C36H75BFINO6S overall, from the OMol25 dataset.

Geometry as ORCA input:
```
! wB97M-V def2-TZVPD RIJCOSX def2/J DEFGRID3
* xyz 1 1
C -1.3980 -0.1297 4.3921
C -0.0105 -0.7780 4.3683
C 0.0348 -2.0957 3.6047
O 1.1955 -2.0946 2.7474
C 1.3048 -3.2346 1.9769
N 2.3462 -2.9193 0.9357
C 3.2930 -4.0783 0.7333
B 2.6359 -5.5122 0.3603
O 1.3200 -5.7719 0.1606
O 3.4778 -6.5770 0.2632
C 4.4651 -3.7097 -0.1897
C 4.1656 -2.7719 -1.3852
S 5.7814 -1.9209 -1.5669
C 3.7411 -3.6400 -2.6179
C 4.5522 -3.5303 -3.9095
C 5.8551 -4.3344 -3.9248
I 3.2397 -4.2802 -5.4793
C 3.0841 -1.7001 -1.0821
C 2.6590 -0.8884 -2.3144
C 3.2751 0.5237 -2.3798
C 2.3060 1.6147 -1.8979
C 1.3094 2.0907 -2.9476
O 1.6415 3.3694 -3.4959
C 2.8511 3.4626 -4.0660
O 3.5829 4.3776 -3.8956
C 1.8723 -2.2650 -0.3563
F 1.2650 -3.2661 -1.0672
O 1.0039 -1.2707 -0.0463
C -0.4096 -1.4387 -0.3058
C -1.2116 -0.3444 0.3828
C -0.5401 1.0237 0.3536
C -2.6303 -0.3610 -0.2077
C -2.7954 0.3108 -1.5847
C -3.0475 1.8329 -1.4483
C -3.9968 -0.3446 -2.2779
H -1.4788 0.5068 5.2729
H -2.2073 -0.8569 4.4464
H -1.5316 0.5285 3.5343
H 0.6774 -0.1033 3.8531
H 0.3920 -0.8987 5.3726
H 0.1372 -2.9396 4.2922
H -0.8611 -2.2240 2.9941
H 1.7033 -4.0663 2.5652
H 0.3689 -3.5431 1.5106
H 2.8831 -2.1756 1.3962
H 3.7158 -4.2148 1.7330
H 0.7626 -5.0275 -0.0731
H 4.3170 -6.4933 0.7273
H 5.2587 -3.2654 0.4169
H 4.8798 -4.6243 -0.6050
H 5.5116 -1.1665 -2.6361
H 3.7239 -4.6976 -2.3449
H 2.7129 -3.3900 -2.8573
H 4.7155 -2.4996 -4.2092
H 6.6992 -3.6623 -3.7676
H 5.8682 -5.0607 -3.1139
H 6.0216 -4.8274 -4.8768
H 3.5216 -0.9989 -0.3617
H 2.9339 -1.4217 -3.2219
H 1.5735 -0.7846 -2.3483
H 4.1692 0.5837 -1.7590
H 3.5754 0.7321 -3.4081
H 2.8742 2.4648 -1.5166
H 1.7694 1.2101 -1.0362
H 1.2075 1.3523 -3.7531
H 0.3162 2.2294 -2.5255
H 3.1187 2.6064 -4.7034
H -0.5745 -1.3973 -1.3846
H -0.7607 -2.4031 0.0628
H -1.3012 -0.6220 1.4339
H 0.3597 1.0201 0.9686
H -0.2864 1.3337 -0.6602
H -1.2171 1.7708 0.7671
H -2.9520 -1.4054 -0.2886
H -3.3027 0.1176 0.5066
H -1.9076 0.1341 -2.1982
H -3.9145 2.1342 -2.0325
H -2.1788 2.4017 -1.7751
H -3.2691 2.0802 -0.4106
H -4.8020 -0.4489 -1.5483
H -4.3656 0.2875 -3.0855
H -3.7409 -1.3130 -2.7089
C 0.4388 2.7122 6.1464
C 1.6050 3.5154 6.7127
C 2.8082 2.6529 7.0895
C 2.5365 1.6107 8.1761
C 2.0118 2.1801 9.4932
C 2.9828 3.1438 10.1684
H 0.0444 2.0034 6.8772
H -0.3812 3.3682 5.8512
H 0.7526 2.1498 5.2621
H 1.2657 4.0887 7.5787
H 1.9247 4.2505 5.9702
H 3.6262 3.3050 7.4046
H 3.1672 2.1351 6.1930
H 3.4645 1.0643 8.3716
H 1.8242 0.8679 7.8025
H 1.8066 1.3481 10.1713
H 1.0533 2.6807 9.3306
H 3.9407 2.6577 10.3632
H 2.5856 3.4910 11.1223
H 3.1719 4.0252 9.5540
C -7.6429 0.1461 -5.1591
C -7.0853 1.1303 -6.1833
C -6.0343 2.0783 -5.6100
C -6.5239 3.0019 -4.4934
C -7.6944 3.9071 -4.8712
C -7.3727 4.8747 -6.0062
H -8.1639 0.6562 -4.3476
H -8.3515 -0.5382 -5.6262
H -6.8374 -0.4513 -4.7245
H -7.9038 1.7012 -6.6290
H -6.6290 0.5672 -7.0012
H -5.6198 2.6791 -6.4236
H -5.1970 1.4869 -5.2214
H -5.6818 3.6273 -4.1774
H -6.8012 2.4054 -3.6185
H -7.9863 4.4811 -3.9882
H -8.5644 3.3024 -5.1406
H -6.5202 5.5067 -5.7488
H -8.2208 5.5277 -6.2125
H -7.1338 4.3487 -6.9315
*
```

E ... -2743.33185 hartree
HOMO-LUMO gap ... 9.04 eV
Energy relative to the best compared isomer or geometry (same formula, charge and spin) ... 0.0 kcal per mole
Molecular weight ... 806.78 g mol⁻¹
Lowest unoccupied orbital energy ... -0.0982 Eh

The following is a quantum chemistry calculation of a 5-piece molecular cluster, C36H76BN7O9PS3Si overall, from the OMol25 dataset.

Geometry as ORCA input:
```
! wB97M-V def2-TZVPD RIJCOSX def2/J DEFGRID3
* xyz -1 1
C -0.9026 4.3120 1.0676
C -1.1212 2.8878 1.9188
N 0.1843 2.3044 2.3954
P 0.8182 1.0008 1.3633
O 0.1536 1.5414 -0.1658
C -0.5727 -0.3042 1.7672
C -1.4513 -0.7435 0.4573
O -2.5023 -1.6903 0.9462
Si -2.0094 -3.3611 0.7282
C -2.8669 -4.2700 -0.7535
C -2.6257 -4.3066 2.3364
C -0.1058 -3.6510 0.6536
B 1.8912 0.5884 2.9427
N 2.5562 1.7558 3.7092
O 2.1459 -0.7779 3.4396
O 1.6812 -0.3112 0.5648
C 2.9203 0.1691 -0.1330
C 4.0530 -0.9342 -0.5634
C 3.6528 -1.6054 -2.0423
C 2.0993 -1.9635 -2.4865
C 1.6328 -2.5761 -3.9327
C 2.7851 -2.8794 -5.0597
C 4.3598 -2.5857 -4.6725
C 4.8164 -1.9626 -3.1891
C 3.3636 1.6326 0.4571
S 5.0128 1.8241 1.3481
C 3.5949 2.6611 -0.8419
C 5.0900 2.5473 -1.5035
C 5.1363 2.9584 -3.1217
S 6.5590 4.1453 -3.3892
C 8.2347 3.2821 -3.0964
S 9.2393 3.1958 -4.5080
N 8.7010 2.7437 -1.7637
C 8.2642 1.3214 -1.5054
C 7.8561 0.4565 -2.8350
C 10.1920 2.8855 -1.5541
C 10.7566 4.4251 -1.6005
O 2.1345 2.1586 1.0735
H -0.8580 5.2495 1.7967
H -1.8480 4.4440 0.3669
H 0.0293 4.2494 0.3575
H -1.7006 3.2365 2.9040
H -1.8469 2.1423 1.3834
H -0.0530 1.8470 3.3271
H 0.3437 0.8963 -0.9080
H -0.1061 -1.2850 2.2226
H -1.2466 0.1567 2.6375
H -2.0674 0.1919 0.0438
H -0.8301 -1.1665 -0.4395
H -3.7516 -4.9308 -0.3002
H -3.3035 -3.5596 -1.5742
H -2.0977 -5.0698 -1.1935
H -3.7381 -4.6449 2.1785
H -1.9226 -5.2638 2.3962
H -2.4854 -3.5848 3.2721
H 0.3661 -3.4801 1.7130
H 0.0518 -4.8041 0.4022
H 0.4455 -3.0560 -0.1898
H 3.5009 1.4841 4.0591
H 1.9179 2.0703 4.4822
H 2.4145 -0.6732 4.4019
H 2.4642 0.4760 -1.1926
H 3.9961 -1.8178 0.2124
H 5.1640 -0.5395 -0.5339
H 1.2646 -1.7158 -1.7006
H 0.4941 -2.8061 -4.1909
H 2.4195 -3.2918 -6.1049
H 5.1865 -2.8054 -5.5008
H 5.9624 -1.7973 -3.0201
H 4.9137 2.6934 2.4467
H 2.7320 2.5953 -1.6338
H 3.5173 3.7544 -0.3724
H 5.8994 3.2633 -0.9959
H 5.4311 1.4061 -1.4799
H 5.1327 2.0214 -3.8287
H 4.1307 3.5516 -3.3694
H 7.4441 1.3180 -0.6489
H 9.2064 0.7673 -1.0256
H 6.8569 0.7752 -3.3543
H 8.7338 0.4813 -3.6363
H 7.7959 -0.6828 -2.4855
H 10.8022 2.1724 -2.2774
H 10.4280 2.4811 -0.4560
H 10.0034 5.2147 -2.0242
H 11.7939 4.4292 -2.1728
H 11.0035 4.7464 -0.4881
C -7.2262 -7.5325 -0.2241
C -6.7020 -6.1916 0.2076
O -5.6134 -6.0622 0.7634
N -7.4762 -5.0949 -0.0352
C -8.7711 -5.0420 -0.6697
H -6.5038 -8.3107 0.0338
H -8.1668 -7.7489 0.2907
H -7.3750 -7.5436 -1.3078
H -7.0575 -4.2270 0.2837
H -8.6921 -4.3978 -1.5488
H -9.4779 -4.6013 0.0376
H -9.1273 -6.0273 -0.9725
C -9.3037 -2.9927 4.4640
C -8.7790 -3.7016 3.2469
O -8.6109 -3.1246 2.1748
N -8.4862 -5.0294 3.3579
C -8.6145 -5.8753 4.5199
H -9.4919 -1.9429 4.2262
H -10.2446 -3.4490 4.7851
H -8.5651 -3.0382 5.2696
H -8.1377 -5.4389 2.4970
H -7.6285 -6.2853 4.7517
H -9.2952 -6.6931 4.2707
H -8.9968 -5.3364 5.3875
C -5.7992 0.6196 4.5410
C -7.0437 0.6451 5.3835
O -7.2428 -0.1697 6.2819
N -7.9698 1.6129 5.1255
C -7.9187 2.6496 4.1231
H -5.1551 -0.2034 4.8602
H -6.0628 0.4656 3.4905
H -5.2483 1.5570 4.6609
H -8.7815 1.5668 5.7333
H -7.9779 3.6155 4.6306
H -8.7863 2.5324 3.4692
H -7.0065 2.6081 3.5268
C 1.5147 6.3018 -4.5490
C 2.9952 6.3068 -4.2895
O 3.4740 5.9305 -3.2219
N 3.8166 6.7475 -5.2856
C 3.4491 7.2252 -6.5967
H 0.9878 5.9262 -3.6684
H 1.1680 7.3192 -4.7522
H 1.2864 5.6466 -5.3947
H 4.8006 6.7220 -5.0378
H 3.9365 6.5883 -7.3388
H 3.8192 8.2481 -6.7011
H 2.3707 7.2111 -6.7582
*
```

E ... -4327.59619 hartree
HOMO-LUMO gap ... 5.56 eV
Molecular weight ... 917.12 g mol⁻¹
Lowest unoccupied orbital energy ... 0.0466 Eh

The following is a quantum chemistry calculation of a 8-piece molecular cluster, C36H76O28P4 overall, from the OMol25 dataset.

Geometry as ORCA input:
```
! wB97M-V def2-TZVPD RIJCOSX def2/J DEFGRID3
* xyz 1 2
C -2.7553 -1.5297 -0.7050
C -3.5081 -2.8953 -0.8168
O -2.6102 -3.9291 -0.7258
P -3.0647 -5.5205 -0.8932
O -4.3558 -5.8762 -0.1764
O -1.7723 -6.3312 -0.3425
C -1.1138 -5.8038 0.7828
C -1.5437 -6.5455 2.0253
O -2.9934 -5.6449 -2.4960
C -3.4966 -6.7977 -3.1063
C -3.6145 -6.4549 -4.6585
H -2.0491 -1.6567 0.1155
H -2.2104 -1.2931 -1.6189
H -3.5237 -0.8000 -0.4496
H -4.2394 -2.9714 -0.0121
H -3.8917 -2.9596 -1.8350
H -0.0961 -6.0485 0.4787
H -1.1074 -4.7610 1.1001
H -2.6115 -6.6916 2.1887
H -1.2517 -7.5874 1.8945
H -0.9724 -6.2229 2.8957
H -2.9095 -7.6563 -2.7801
H -4.4914 -6.8353 -2.6624
H -3.7773 -7.3481 -5.2616
H -4.2510 -5.5964 -4.8731
H -2.6352 -6.1570 -5.0330
C 1.7451 -3.3683 -0.2386
C 2.3521 -2.5750 -1.3698
O 3.5829 -3.1641 -1.7794
P 3.8005 -4.7408 -2.0189
O 3.5935 -5.6287 -0.7717
O 2.8552 -5.0952 -3.3154
C 2.2389 -6.4066 -3.4939
C 0.7478 -6.2043 -3.2229
O 5.4111 -4.6836 -2.4872
C 5.8072 -4.3379 -3.8077
C 6.6805 -3.1520 -3.5375
H 2.3192 -3.4798 0.6812
H 0.8246 -2.8434 0.0166
H 1.3898 -4.3118 -0.6530
H 1.6645 -2.6499 -2.2122
H 2.4149 -1.5029 -1.1834
H 2.3531 -6.9322 -4.4419
H 2.5712 -7.0668 -2.6928
H 0.7755 -5.5002 -2.3913
H 0.1987 -5.7517 -4.0485
H 0.2916 -7.0072 -2.6438
H 6.3127 -5.2362 -4.1622
H 4.9681 -4.3147 -4.5029
H 7.0258 -2.5846 -4.4018
H 6.2422 -2.4405 -2.8377
H 7.5329 -3.5017 -2.9550
C -1.8199 1.6628 5.7778
C -1.6357 1.2566 4.3384
O -2.1618 -0.0676 4.2600
P -2.0268 -1.1057 3.0994
O -1.1392 -0.4746 2.0497
O -1.6010 -2.4903 3.7427
C -0.3679 -2.8962 4.2741
C 0.9010 -2.0322 4.0048
O -3.5659 -1.4315 2.6733
C -4.5895 -1.4571 3.6684
C -5.3779 -0.1525 3.6119
H -1.4128 1.0027 6.5437
H -1.4636 2.6873 5.8858
H -2.8874 1.8272 5.9245
H -2.2990 1.8603 3.7190
H -0.6013 1.2260 3.9959
H -0.4797 -3.1538 5.3274
H -0.2144 -3.8822 3.8357
H 1.7938 -2.5698 4.3242
H 1.0298 -1.7794 2.9524
H 0.8823 -1.0129 4.3905
H -5.2177 -2.3362 3.5250
H -4.2284 -1.8099 4.6345
H -4.7224 0.7167 3.6662
H -6.0353 -0.1867 2.7431
H -5.8049 -0.0440 4.6089
C -2.6272 6.0177 6.8711
C -1.6545 5.7337 5.7754
O -1.4265 6.8462 4.9544
P -0.1221 6.9570 3.9841
O 1.2203 7.1533 4.6201
O -0.3035 5.7082 2.9513
C 0.1045 4.4367 3.3454
C -0.2601 3.3367 2.2486
O -0.6809 8.1248 2.9966
C -1.9801 8.0317 2.4833
C -2.8170 9.2008 2.9203
H -3.5038 6.5908 6.5690
H -2.9805 5.0434 7.2086
H -2.1072 6.4316 7.7351
H -0.6886 5.4004 6.1550
H -2.1845 4.9990 5.1693
H 1.1943 4.4318 3.3262
H -0.2220 4.0476 4.3098
H -0.2016 3.7639 1.2475
H 0.3326 2.4246 2.1790
H -1.3429 3.2177 2.2112
H -1.9691 8.0135 1.3935
H -2.5045 7.0807 2.5768
H -2.2428 10.1080 2.7323
H -3.8216 9.2373 2.4988
H -2.7906 9.0539 4.0000
C 0.3412 3.8273 -4.1608
C 0.7367 5.2418 -4.4668
O -0.5229 5.8516 -4.9065
C -1.3297 4.8047 -5.3518
O -2.3361 4.8747 -6.0275
O -0.7775 3.6158 -5.0192
H 0.1444 3.9464 -3.0954
H 1.2161 3.1867 -4.2715
H 1.4271 5.3019 -5.3082
H 1.1169 5.5966 -3.5089
C 0.7794 1.5609 -0.5859
C -0.6963 1.2504 -0.7086
O -0.8420 0.9754 -2.0797
C 0.3484 0.8864 -2.7179
O 0.5841 0.7453 -3.8990
O 1.3482 0.9672 -1.7445
H 1.0724 1.1423 0.3769
H 0.8616 2.6333 -0.4087
H -1.2613 2.1726 -0.5730
H -1.0709 0.4797 -0.0351
C 3.9784 -1.6187 -6.0943
C 2.6359 -1.3324 -5.3977
O 1.9044 -2.5096 -5.6044
C 2.6491 -3.4634 -6.0572
O 2.3310 -4.6925 -6.1793
O 3.6834 -2.9239 -6.5910
H 4.7603 -1.6403 -5.3352
H 4.1021 -0.8565 -6.8636
H 2.2029 -0.3973 -5.7530
H 2.7962 -1.1034 -4.3442
C 5.1164 6.0700 0.4237
C 4.6714 7.2002 -0.4110
O 3.2974 6.8421 -0.7489
C 3.1943 5.4846 -0.6847
O 2.2645 4.7627 -1.0240
O 4.2424 5.0095 0.0027
H 4.9083 6.2824 1.4724
H 6.1821 5.8545 0.3466
H 5.1092 7.4601 -1.3748
H 4.6026 8.1571 0.1064
*
```

E ... -4889.33953 hartree
HOMO-LUMO gap (alpha / beta) ... 9.78 / 2.89 eV
Molecular weight ... 1080.87 g mol⁻¹
Lowest unoccupied orbital energy (alpha / beta) ... -0.0845 / -0.3378 Eh
<S²> ... 0.759